[1]
12 unconnected molecules or ions with the total composition C5H37N3O11, computed with ωB97M-V/def2-TZVPD.

Last column: natural (NBO) charge in e.
Positions of all 56 atoms, in Å:
C  -0.1314  2.5500  -2.2882  -0.65
C  0.3990  1.7424  -1.1826  -0.05
C  -0.1896  2.1694  0.1138  -0.46
C  -0.3964  1.1971  1.2833  0.24
C  0.0983  1.3531  2.5362  -0.27
N  -0.3324  0.5325  3.6692  -0.66
N  -1.4431  0.4152  0.9921  -0.75
N  1.9323  1.6969  -1.2603  -0.72
H  -0.2319  3.5821  -1.9656  0.22
H  0.3725  2.3308  -3.2885  0.27
H  -1.1333  2.2228  -2.4638  0.25
H  0.0153  0.6434  -1.4580  0.24
H  -1.1654  2.6290  0.0515  0.27
H  0.4280  3.0059  0.4520  0.22
H  0.7345  2.1569  2.8446  0.25
H  0.4483  0.4595  4.3170  0.45
H  -0.5080  -0.5030  3.3077  0.46
H  -1.1273  0.7959  4.0261  0.41
H  -1.6299  0.1951  0.0866  0.43
H  -1.6809  -0.1957  1.6848  0.37
H  2.2631  0.8625  -0.7029  0.45
H  2.2735  2.5987  -0.9446  0.46
H  2.3529  1.5411  -2.2163  0.48
H  1.7502  3.8031  3.9307  0.50
H  1.2011  4.7203  2.7406  0.52
O  1.3688  3.8001  3.0748  -0.98
H  -2.6874  -3.3723  1.8978  0.51
H  -1.7479  -3.7697  3.1568  0.49
O  -1.8292  -3.0297  2.4172  -0.99
H  -4.2122  -3.8078  -2.4552  0.48
H  -4.4928  -3.3528  -1.1115  0.48
O  -3.7773  -3.3073  -1.7757  -0.95
H  0.3986  -2.7430  3.0723  0.47
H  1.8264  -2.6663  3.5640  0.49
O  0.9913  -2.2453  3.4433  -0.96
H  -2.8849  -1.5541  -1.5111  0.51
H  -1.5548  -2.3410  -1.0096  0.50
O  -2.0597  -1.5032  -1.0277  -1.01
H  3.9815  3.4604  0.8459  0.49
H  2.6120  3.0013  1.4039  0.50
O  3.2186  3.0797  0.5813  -0.98
H  2.0152  -2.0307  -1.6001  0.50
H  3.4458  -1.5066  -1.1725  0.48
O  2.6759  -1.4523  -1.5943  -1.00
H  0.7964  -3.3037  -0.4951  0.49
H  0.4255  -3.6539  -1.8493  0.48
O  0.5997  -2.9734  -1.2857  -0.95
H  1.6206  -5.2376  1.0368  0.49
H  0.9418  -5.6029  -0.2069  0.46
O  1.0329  -4.9815  0.3488  -0.94
H  -4.4204  3.3581  -4.0027  0.48
H  -4.2984  3.4547  -2.5000  0.46
O  -4.3122  2.7767  -3.2006  -0.94
H  1.8735  -0.1077  -3.7413  0.49
H  2.5731  0.4873  -4.8839  0.50
O  2.0473  0.8184  -4.1593  -0.97

Force components x, y, z for each atom (eV/Å):
0.07 0.51 -1.99
-0.73 -4.54 -2.07
1.72 0.99 2.53
-0.37 1.21 0.05
0.51 0.36 -1.13
4.82 -5.16 -4.52
1.40 1.65 1.80
-0.57 -1.56 -0.03
0.45 0.47 -0.62
-0.33 0.81 1.44
-0.89 -0.16 -0.05
1.26 1.92 0.86
-0.32 -0.05 -0.84
0.10 0.11 0.27
-0.03 -0.17 -0.35
-0.34 -0.10 0.40
0.76 2.08 1.12
-5.52 2.20 3.13
-0.84 -1.33 -2.98
-1.34 -2.36 1.39
-0.03 1.39 -0.40
0.73 -0.04 0.74
-1.17 0.00 0.40
0.65 0.69 1.30
0.40 -1.14 0.98
-0.50 1.30 -2.17
2.92 1.23 1.63
-0.36 2.25 -2.22
-2.44 -3.33 0.72
0.03 -0.42 -1.11
0.63 0.30 -0.01
-1.02 -0.18 0.96
-4.97 -4.90 -3.46
0.57 -0.67 0.00
4.19 5.71 3.33
0.08 -0.87 -0.25
-0.83 0.62 -0.48
1.12 0.78 0.80
3.93 2.05 1.46
1.64 0.44 -1.70
-5.45 -2.18 0.66
-3.91 -4.62 0.73
4.28 -1.46 2.66
-0.11 6.66 -3.39
1.25 -2.61 5.21
-0.71 -2.98 -2.38
-1.01 5.52 -3.10
0.67 -0.56 0.63
-0.93 -7.55 -6.34
0.37 7.76 6.03
0.11 -1.10 0.97
-0.10 -0.53 -0.21
0.03 1.64 -0.73
0.14 2.30 -0.59
0.54 0.48 -0.81
-0.58 -2.86 1.71

Output
Net charge: +2
Gap between HOMO and LUMO: 0.345 Ha



[2]
A molecular structure, C40H34Br2O3P2S2Ta, computed with ωB97M-V/def2-TZVPD.

Last column: Löwdin charge in e.
Positions of all 84 atoms, in Å:
Ta  0.4903  -0.7806  -1.1086  1.48
S  -1.1965  0.9472  -1.8254  0.46
P  -1.3770  1.1381  0.1988  0.52
C  -0.0277  0.2089  0.6889  -0.70
P  1.4886  0.7790  1.2416  0.49
S  2.7397  -0.2451  0.0139  0.46
C  1.7822  2.5492  1.0406  -0.34
C  2.2133  3.0387  -0.1911  -0.10
C  2.4465  4.3940  -0.3530  -0.06
C  2.2457  5.2643  0.7095  -0.07
C  1.8038  4.7824  1.9326  -0.07
C  1.5748  3.4260  2.1026  -0.08
C  1.7989  0.4388  2.9796  -0.37
C  3.0971  0.5050  3.4813  -0.08
C  3.3236  0.2803  4.8282  -0.06
C  2.2576  -0.0043  5.6738  -0.06
C  0.9648  -0.0694  5.1765  -0.06
C  0.7338  0.1493  3.8251  -0.09
C  -2.9094  0.3910  0.7772  -0.37
C  -4.1288  0.9060  0.3374  -0.08
C  -5.3114  0.3078  0.7351  -0.06
C  -5.2810  -0.7992  1.5767  -0.06
C  -4.0706  -1.3059  2.0231  -0.06
C  -2.8819  -0.7118  1.6216  -0.09
C  -1.4950  2.8575  0.7077  -0.35
C  -1.9345  3.1239  2.0057  -0.08
C  -2.0558  4.4333  2.4356  -0.06
C  -1.7518  5.4760  1.5685  -0.06
C  -1.3175  5.2112  0.2791  -0.06
C  -1.1839  3.9004  -0.1553  -0.09
H  2.3922  2.3569  -1.0143  0.08
H  2.7970  4.7693  -1.3052  0.11
H  2.4381  6.3218  0.5847  0.11
H  1.6464  5.4609  2.7600  0.11
H  1.2467  3.0530  3.0647  0.11
H  3.9266  0.7263  2.8194  0.11
H  4.3298  0.3260  5.2213  0.11
H  2.4388  -0.1785  6.7260  0.11
H  0.1387  -0.2926  5.8378  0.11
H  -0.2704  0.0883  3.4205  0.09
H  -4.1524  1.7686  -0.3189  0.12
H  -6.2578  0.7017  0.3909  0.11
H  -6.2072  -1.2649  1.8858  0.11
H  -4.0512  -2.1649  2.6808  0.11
H  -1.9269  -1.1022  1.9495  0.07
H  -2.2002  2.3104  2.6712  0.11
H  -2.4023  4.6425  3.4386  0.11
H  -1.8602  6.5002  1.9004  0.11
H  -1.0830  6.0254  -0.3931  0.11
H  -0.8480  3.6889  -1.1623  0.09
C  -0.1055  -3.7206  2.1031  -0.04
C  1.0295  -2.8973  1.5426  -0.24
O  0.8028  -2.6130  0.1403  -0.27
H  0.0609  -3.9007  3.1648  0.09
H  -0.1751  -4.6913  1.6087  0.09
H  -1.0569  -3.2045  1.9781  0.07
H  1.9907  -3.4052  1.6278  0.13
H  1.1055  -1.9296  2.0278  0.07
H  0.5643  -3.4198  -0.3368  0.09
Br  4.3826  -4.6859  -6.2807  0.78
C  3.4457  -3.0726  -6.0031  -0.67
C  3.2155  -2.2171  -7.0730  -0.09
C  2.5284  -1.0276  -6.8744  -0.04
C  2.0703  -0.6888  -5.6134  0.01
C  2.3078  -1.5572  -4.5517  -0.13
C  2.9963  -2.7552  -4.7359  -0.05
C  1.8177  -1.2299  -3.2173  -0.55
O  1.9472  -2.0027  -2.2254  -0.15
O  1.1843  -0.1318  -2.9731  -0.20
H  3.5748  -2.4830  -8.0575  0.11
H  2.3533  -0.3669  -7.7118  0.12
H  1.5325  0.2331  -5.4423  0.13
H  3.1784  -3.4140  -3.8990  0.12
Br  -3.9838  -5.7331  -2.9255  0.77
C  -2.7742  -4.3529  -2.4887  -0.69
C  -3.2447  -3.1666  -1.9552  -0.11
C  -2.3483  -2.1535  -1.6441  -0.13
C  -0.9652  -2.2898  -1.8266  -0.28
C  -0.5385  -3.5142  -2.3728  -0.13
C  -1.4188  -4.5317  -2.7107  -0.12
H  -4.3048  -3.0253  -1.7935  0.11
H  -2.7641  -1.2348  -1.2555  0.05
H  0.5138  -3.6934  -2.5651  0.09
H  -1.0547  -5.4525  -3.1453  0.11

Force components x, y, z for each atom (eV/Å):
-0.25 -0.26 0.17
-0.14 0.02 0.00
-0.02 0.01 0.00
0.15 0.02 -0.09
0.03 0.07 -0.01
0.07 -0.01 0.00
0.05 0.00 0.00
0.00 -0.04 -0.02
-0.01 0.03 -0.01
-0.01 0.02 -0.02
-0.01 0.00 0.01
0.00 -0.01 0.01
0.02 -0.01 0.01
0.00 0.00 -0.02
0.00 0.00 0.00
0.00 0.00 0.02
0.00 0.00 -0.01
0.00 0.01 -0.01
-0.03 0.00 -0.02
0.02 0.01 -0.01
0.01 0.00 0.00
-0.01 0.00 0.00
0.00 0.00 0.01
0.01 0.01 0.00
-0.03 0.00 0.00
0.01 -0.01 0.00
0.00 0.01 -0.01
0.00 0.01 0.03
0.02 0.00 -0.01
0.01 0.00 -0.01
-0.01 0.01 0.02
0.00 0.00 0.00
0.00 0.01 0.00
0.00 0.01 0.01
0.00 -0.01 0.02
0.00 0.00 0.00
0.01 0.00 0.00
0.00 0.00 0.01
-0.01 0.00 0.01
-0.01 0.00 0.00
0.00 0.00 -0.01
-0.01 0.00 0.00
-0.01 0.00 0.00
0.00 0.00 0.00
0.01 -0.01 0.00
0.00 -0.01 0.01
0.00 0.00 0.01
0.00 0.01 0.00
0.00 0.01 -0.01
0.01 0.00 -0.01
0.01 0.00 -0.03
0.06 0.01 0.02
-0.06 0.01 -0.02
0.01 0.00 0.02
0.01 -0.01 0.00
-0.02 0.01 0.00
0.00 0.01 0.00
-0.02 -0.01 0.00
-0.10 -0.01 0.01
0.00 0.00 0.00
-0.02 0.02 0.02
0.01 -0.01 0.00
0.00 0.01 0.00
0.01 -0.01 0.01
0.03 -0.01 -0.05
0.01 0.03 -0.05
0.17 0.08 0.03
0.02 0.01 0.05
0.00 0.06 -0.08
0.00 0.00 0.00
0.00 0.00 -0.01
-0.01 0.00 0.00
0.00 0.00 0.01
-0.01 -0.01 0.00
0.02 -0.02 0.00
0.00 0.03 0.01
-0.04 0.01 0.02
0.08 -0.02 0.00
0.02 -0.02 -0.04
-0.03 0.00 0.01
-0.01 0.00 0.00
0.00 0.00 0.00
0.00 0.00 0.01
0.00 -0.01 0.00

Output
Net charge: +1
Gap between HOMO and LUMO: 0.279 Ha



[3]
A molecular structure, C46H46AsBCsN6O3, computed with ωB97M-V/def2-TZVPD.

Last column: Löwdin charge in e.
Positions of all 104 atoms, in Å:
Cs  -0.0217  -0.4560  0.1214  1.03
C  5.3289  2.8827  -1.4452  -0.03
C  4.7780  1.6558  -0.7979  -0.28
C  5.2990  0.3811  -0.7629  0.02
C  4.3401  -0.3720  -0.0607  -0.26
N  3.3136  0.3893  0.3021  0.12
N  3.5953  1.6332  -0.1433  0.01
B  2.6746  2.8534  0.0712  -0.54
N  1.9958  2.8339  1.4604  0.02
N  0.7100  2.4821  1.6669  0.12
C  0.4568  2.7514  2.9452  -0.27
C  1.5958  3.2749  3.5820  0.02
C  2.5585  3.3030  2.5956  -0.28
C  3.9853  3.7343  2.6650  -0.02
C  -0.8534  2.4483  3.5450  -0.17
C  -1.5967  1.3762  3.0558  -0.06
C  -2.7966  1.0036  3.6350  -0.08
C  -3.2908  1.7315  4.7111  -0.10
C  -2.5740  2.8191  5.1930  -0.09
C  -1.3603  3.1747  4.6196  -0.04
N  1.6368  2.9948  -1.0605  0.02
N  1.2125  1.9673  -1.8274  0.11
C  0.4127  2.4988  -2.7466  -0.28
C  0.3041  3.8914  -2.5656  0.00
C  1.1008  4.1625  -1.4748  -0.30
C  1.3556  5.4575  -0.7787  -0.03
C  -0.2767  1.6585  -3.7396  -0.18
C  -0.3846  0.2847  -3.5412  -0.04
C  -1.1103  -0.5153  -4.4069  -0.06
C  -1.7204  0.0534  -5.5178  -0.10
C  -1.5962  1.4174  -5.7467  -0.10
C  -0.8835  2.2154  -4.8636  -0.06
C  4.3587  -1.8199  0.2113  -0.16
C  3.1601  -2.5199  0.3350  -0.04
C  3.1410  -3.8889  0.5318  -0.07
C  4.3398  -4.5873  0.6123  -0.10
C  5.5418  -3.9033  0.4984  -0.10
C  5.5535  -2.5300  0.2975  -0.04
H  6.2399  2.6310  -1.9873  0.07
H  5.5645  3.6548  -0.7109  0.07
H  4.6146  3.3105  -2.1506  0.08
H  6.2161  0.0398  -1.2139  0.10
H  3.3770  3.8368  0.0372  0.11
H  1.7130  3.5490  4.6176  0.10
H  4.2685  3.9044  3.7031  0.08
H  4.1501  4.6570  2.1051  0.08
H  4.6458  2.9737  2.2455  0.08
H  -1.1491  0.8458  2.2314  0.01
H  -3.3317  0.1419  3.2548  0.11
H  -4.2298  1.4516  5.1716  0.10
H  -2.9609  3.3935  6.0261  0.10
H  -0.8052  4.0230  5.0020  0.11
H  -0.2838  4.5987  -3.1276  0.10
H  0.7148  6.2320  -1.1995  0.08
H  2.3957  5.7723  -0.8822  0.08
H  1.1434  5.3759  0.2896  0.08
H  0.0976  -0.1424  -2.6765  0.04
H  -1.2143  -1.5706  -4.1901  0.10
H  -2.2951  -0.5620  -6.1988  0.09
H  -2.0651  1.8661  -6.6143  0.09
H  -0.8009  3.2805  -5.0448  0.11
H  2.2565  -1.9353  0.2733  0.00
H  2.1906  -4.4032  0.6003  0.09
H  4.3373  -5.6603  0.7580  0.09
H  6.4788  -4.4430  0.5652  0.09
H  6.4955  -2.0017  0.2123  0.11
O  -0.4498  -4.6024  1.2069  0.05
C  -1.5316  -5.1830  0.5904  -0.26
C  -1.7790  -6.5439  0.6994  -0.04
C  -2.8700  -7.1051  0.0484  -0.11
C  -3.7000  -6.3048  -0.7195  -0.11
C  -3.4318  -4.9447  -0.8269  -0.03
C  -2.3595  -4.3614  -0.1694  -0.07
C  -2.1020  -2.8629  -0.2722  -0.76
O  -2.3137  -2.1966  0.7676  -0.15
O  -1.6948  -2.4494  -1.3820  -0.13
H  -0.0260  -5.2593  1.7676  0.10
H  -1.1138  -7.1659  1.2906  0.11
H  -3.0599  -8.1674  0.1399  0.09
H  -4.5490  -6.7345  -1.2359  0.09
H  -4.0662  -4.3126  -1.4365  0.12
C  -2.2582  3.9268  0.3043  -0.29
As  -2.5737  2.1895  -0.5356  1.14
C  -3.3035  2.8431  -2.2292  -0.31
C  -4.2941  1.6817  0.3228  -0.33
C  -5.2429  2.8028  0.5812  -0.31
C  -5.1518  3.5437  1.7616  -0.06
C  -6.0030  4.6110  2.0011  -0.09
C  -6.9666  4.9627  1.0645  -0.11
C  -7.0720  4.2308  -0.1093  -0.10
C  -6.2197  3.1611  -0.3463  -0.07
H  -3.1093  4.5980  0.1861  0.03
H  -1.3718  4.3537  -0.1634  0.00
H  -2.0457  3.7798  1.3633  0.01
H  -4.1446  3.5196  -2.0727  0.01
H  -3.6101  1.9958  -2.8434  0.03
H  -2.5064  3.3691  -2.7520  0.00
H  -4.0139  1.1870  1.2511  0.04
H  -4.7273  0.9230  -0.3308  0.08
H  -4.4010  3.2724  2.4956  0.10
H  -5.9122  5.1714  2.9238  0.10
H  -7.6323  5.7962  1.2506  0.09
H  -7.8250  4.4896  -0.8439  0.10
H  -6.3145  2.5871  -1.2610  0.11

Force components x, y, z for each atom (eV/Å):
0.13 0.20 -0.07
0.01 0.01 -0.02
0.03 0.01 -0.02
-0.01 0.02 0.03
-0.03 -0.06 -0.03
-0.03 0.07 0.01
-0.05 -0.04 0.01
0.09 -0.02 -0.03
-0.05 0.00 0.04
-0.01 0.02 0.00
-0.02 -0.01 0.02
0.03 0.00 0.00
0.01 0.03 0.02
0.01 0.00 0.00
-0.03 -0.02 0.00
0.28 0.10 0.07
-0.01 -0.01 -0.03
0.00 0.00 -0.01
0.00 0.01 0.00
0.00 0.00 -0.01
-0.03 -0.09 -0.05
0.06 0.06 0.06
-0.04 -0.02 0.01
0.00 0.00 -0.01
-0.01 0.04 0.02
0.00 0.01 0.01
0.01 -0.01 0.00
-0.04 0.01 0.07
0.01 0.03 -0.01
-0.01 -0.02 0.00
0.00 0.02 0.00
0.00 -0.01 0.00
-0.03 0.00 -0.03
0.13 0.18 0.07
0.00 0.01 0.00
-0.02 -0.02 0.00
0.02 0.02 0.00
0.00 0.00 -0.01
0.00 -0.01 0.00
0.00 0.00 0.01
0.00 0.00 0.00
0.00 0.01 0.00
-0.03 -0.04 0.01
0.01 0.00 0.00
-0.01 0.00 0.00
0.00 0.00 -0.01
0.00 0.00 0.00
-0.32 -0.18 0.02
0.00 0.00 0.00
0.00 0.00 0.00
0.00 0.00 0.00
0.00 0.00 0.00
0.00 0.01 0.01
0.00 0.00 0.00
0.00 -0.01 0.00
-0.01 0.00 0.00
0.00 -0.10 -0.08
0.00 0.00 0.01
0.00 0.00 0.00
0.00 0.00 0.00
0.00 0.00 0.00
-0.03 -0.25 -0.02
0.00 -0.01 0.01
0.00 0.00 0.00
0.00 0.00 0.00
0.00 0.00 0.00
0.00 -0.02 -0.01
0.05 0.07 0.04
-0.02 -0.02 -0.01
0.01 0.00 0.01
0.00 0.01 0.00
0.01 -0.03 -0.01
-0.02 -0.01 -0.01
-0.07 -0.04 0.04
0.03 0.01 -0.10
0.04 0.07 0.07
0.00 0.00 0.00
0.00 0.00 0.00
0.00 0.00 0.00
0.00 0.00 0.00
0.01 0.01 0.00
-0.03 0.01 0.04
0.08 -0.02 -0.06
0.01 0.02 -0.02
-0.03 -0.01 0.05
0.02 -0.04 0.03
-0.02 0.01 -0.01
0.01 -0.01 -0.01
0.00 0.00 -0.01
-0.01 0.00 -0.01
0.00 0.01 0.00
0.00 0.00 -0.01
0.01 -0.01 -0.02
0.00 0.02 -0.01
0.00 0.00 0.02
-0.01 0.01 0.00
-0.01 0.02 -0.02
-0.03 -0.01 0.00
0.00 0.01 -0.01
0.00 0.00 0.01
0.00 0.00 0.00
0.00 0.00 0.00
0.00 0.00 0.00
0.00 0.00 0.00

Output
Net charge: -1
Gap between HOMO and LUMO: 0.287 Ha



Sequential F_max output: 9.91, 0.40, 0.36 eV/A
Sequential relative energy (zero: lowest compared OMol25 entry of this formula, charge and spin) output: 7.2008, 0.3353, 0.2717 eV
Sequential M output: 315.36, 1029.55, 949.55 g mol⁻¹